237
Properties=species:S:1:pos:R:3 method="wB97M-V/def2-TZVPD" homo_energy_ev=-7.50 energy_ev=-262740.174 lumo_ev=-1.25 homo_lumo_gap_ev=6.2
Sr -4.6968 2.1715 0.3130
S -2.5467 0.0861 0.9218
O -1.1400 0.3117 1.2328
O -3.3101 0.8570 1.9373
O -2.9282 0.8082 -0.3121
O -2.8920 -1.3211 1.0120
C -7.5067 -2.3679 6.1396
O -6.8242 -1.9331 4.9454
C -5.4344 -1.5732 5.1406
C -4.8349 -1.0217 3.8083
N -4.7844 -2.1655 2.7369
H -4.0697 -1.8462 2.0986
H -4.3456 -2.9593 3.1813
C -6.1800 -2.4477 2.0219
C -6.0467 -3.5058 0.9062
O -5.0148 -4.4045 1.2612
C -4.8363 -5.5586 0.3937
H -7.0934 -3.2265 6.6688
H -8.5564 -2.5407 5.9023
H -7.4860 -1.5794 6.8919
H -4.8620 -2.3776 5.6026
H -5.4242 -0.9319 6.0219
H -3.7898 -0.8132 4.0370
H -5.2892 -0.0919 3.4660
H -6.5826 -1.5161 1.6244
H -6.7298 -2.8976 2.8486
H -5.8492 -2.9782 -0.0270
H -7.0018 -4.0305 0.8830
H -5.8017 -5.7687 -0.0666
H -4.3824 -6.4020 0.9141
H -4.1986 -5.2596 -0.4382
C -1.8086 5.4247 -6.5882
O -1.7694 5.0580 -5.1575
C -0.5371 5.3914 -4.5798
C -0.3204 4.9159 -3.1444
N -0.8581 3.5265 -2.9759
H -1.7558 3.4524 -3.4328
H -0.2162 2.8432 -3.3515
C -1.0018 3.0164 -1.4979
C 0.3544 3.0595 -0.7151
O 0.9669 4.3698 -0.4627
C 2.3192 4.3326 -0.1329
H -1.9783 6.4996 -6.6512
H -2.6105 4.9456 -7.1499
H -0.9344 5.2504 -7.2154
H -0.4625 6.4765 -4.5084
H 0.1952 5.0509 -5.3119
H -0.8322 5.4575 -2.3489
H 0.7493 4.8047 -2.9665
H -1.1638 1.9556 -1.6888
H -1.9263 3.4079 -1.0737
H 1.0320 2.4165 -1.2768
H 0.2128 2.5921 0.2594
H 2.6724 3.6075 0.6003
H 2.6885 5.3067 0.1878
H 2.9195 4.0231 -0.9885
C 1.0193 -5.8395 3.6466
O 0.5105 -5.5289 2.3503
C -0.9171 -5.2221 2.2566
C -1.2658 -4.1514 1.2176
N -0.6647 -2.7781 1.5779
H -1.2773 -2.0833 1.1753
H -0.7810 -2.6145 2.5678
C 0.8042 -2.4170 1.0680
C 1.0918 -2.8311 -0.3783
O 0.1764 -2.2337 -1.2916
C 0.4437 -0.8791 -1.5619
H 0.7261 -5.1580 4.4451
H 2.0852 -6.0559 3.5743
H 0.5865 -6.7542 4.0518
H -1.2496 -4.9213 3.2501
H -1.3563 -6.2095 2.1142
H -2.3281 -3.9181 1.2899
H -1.0410 -4.3024 0.1618
H 1.4593 -2.8953 1.7962
H 0.9001 -1.3407 1.2116
H 1.0194 -3.9186 -0.3602
H 2.1508 -2.8486 -0.6361
H 0.0922 -0.2759 -0.7248
H -0.1785 -0.5178 -2.3807
H 1.4703 -0.6933 -1.8776
C -2.1199 2.3674 6.6658
O -0.8165 2.4417 6.2053
C -0.2728 1.2132 5.6883
C -0.6937 0.9232 4.2486
N -0.6892 1.9964 3.1874
H -0.8070 1.4403 2.3526
H -1.5436 2.5349 3.1987
C 0.4299 3.1068 3.1557
C 1.7946 2.5967 3.5042
O 1.9647 1.3594 2.7867
C 2.8220 0.3595 3.4146
H -2.8644 2.0141 5.9524
H -2.5682 3.2655 7.0906
H -2.2209 1.6496 7.4798
H -0.4481 0.3842 6.3741
H 0.8154 1.1759 5.7393
H -1.6689 0.4396 4.1918
H 0.0547 0.1988 3.9272
H 0.1739 3.8800 3.8801
H 0.2698 3.6285 2.2122
H 1.9410 2.6616 4.5824
H 2.5321 3.3188 3.1540
H 3.8649 0.5831 3.6390
H 2.8236 -0.6325 2.9628
H 2.4722 0.1605 4.4276
C 8.5928 -5.3752 -1.6423
C 9.5184 -4.6128 -0.6609
C 9.6191 -3.1057 -0.7975
C 8.3525 -2.4154 -0.2885
P 8.4900 -0.6108 -0.1354
C 6.8277 0.0957 -0.4026
C 6.3082 0.0914 -1.8572
C 4.7556 0.1794 -1.7491
C 4.0915 0.9958 -0.6334
C 8.9999 -0.2247 1.6011
C 7.8344 -0.3643 2.5605
C 8.3476 -0.2765 4.0009
C 7.2849 -0.4605 5.0920
C 9.5133 0.1733 -1.5471
C 11.1354 -0.0197 -1.4125
C 11.8446 -0.6713 -2.6210
C 11.8723 0.3318 -3.7481
H 8.8369 -6.4367 -1.6000
H 8.7392 -5.0688 -2.6780
H 7.5248 -5.3087 -1.4348
H 10.5030 -5.0517 -0.8225
H 9.2671 -4.8363 0.3759
H 9.8306 -2.9235 -1.8512
H 10.5690 -2.8070 -0.3541
H 7.9623 -2.7235 0.6815
H 7.5106 -2.7014 -0.9189
H 6.8453 1.1155 -0.0182
H 6.1327 -0.4945 0.1946
H 6.5680 -0.8101 -2.4120
H 6.6909 0.8065 -2.5854
H 4.3705 -0.8377 -1.6768
H 4.3238 0.5639 -2.6731
H 4.6222 1.8786 -0.2768
H 3.9328 0.4281 0.2835
H 3.0851 1.3275 -0.8888
H 9.3802 0.7966 1.5812
H 9.8176 -0.9100 1.8243
H 7.1508 -1.1846 2.3416
H 7.1876 0.5128 2.5808
H 8.8993 0.6615 4.0635
H 8.9977 -1.1502 3.9539
H 7.6982 -0.7543 6.0569
H 6.6555 -1.3215 4.8667
H 6.6719 0.4388 5.1513
H 9.2294 1.2255 -1.5657
H 9.1011 -0.3621 -2.4024
H 11.3188 -0.7520 -0.6263
H 11.6090 0.8411 -0.9404
H 11.3890 -1.6368 -2.8408
H 12.8929 -0.7125 -2.3253
H 12.3769 -0.1856 -4.5641
H 12.3429 1.3035 -3.5987
H 10.8753 0.4642 -4.1683
C -4.3293 1.9434 -7.1930
C -3.4536 0.8863 -6.5865
C -4.3296 -0.2311 -5.9799
N -3.5585 -1.3013 -5.1426
C -4.4578 -2.5489 -5.1196
C -4.0785 -3.5947 -4.1020
C -3.6784 -3.0957 -2.6660
C -2.7700 -1.8571 -2.6601
C -3.2914 -0.7718 -3.7003
C -2.2169 -1.6540 -5.7120
H -4.7108 1.6320 -8.1654
H -3.7826 2.8864 -7.1951
H -5.1518 2.2990 -6.5725
H -2.8868 1.3198 -5.7625
H -2.6838 0.5356 -7.2739
H -4.7619 -0.7800 -6.8165
H -5.0860 0.2234 -5.3402
H -5.4236 -2.1672 -4.7886
H -4.4477 -3.0039 -6.1100
H -4.7388 -4.4617 -4.0851
H -3.1725 -4.0308 -4.5228
H -4.5674 -2.9059 -2.0645
H -3.1478 -3.9226 -2.1939
H -2.7369 -1.4770 -1.6390
H -1.7193 -2.1441 -2.7019
H -4.1625 -0.2652 -3.2850
H -2.4882 -0.0489 -3.8437
H -1.5053 -0.8331 -5.6238
H -2.3569 -1.8625 -6.7727
H -1.8183 -2.4774 -5.1193
C -3.7919 5.6583 3.2523
F -3.3670 6.8125 3.7186
F -3.4256 4.6267 4.0516
F -5.1372 5.6739 3.1919
S -2.9491 5.4039 1.5385
O -3.0537 6.6815 0.8319
O -1.5393 5.1084 1.8371
O -3.4976 4.2688 0.8164
C -0.2912 -2.8312 6.7671
F 0.5425 -1.7946 6.5497
F 0.3792 -3.9619 6.4967
F -0.7364 -2.7545 8.0173
S -1.8387 -2.6214 5.5655
O -1.2903 -2.3287 4.2012
O -2.6712 -3.8321 5.5242
O -2.5827 -1.4408 6.0667
C -6.3167 2.6698 4.8214
F -6.0367 3.9668 4.9770
F -5.1284 2.0304 4.7120
F -6.9903 2.1889 5.8804
S -7.2073 2.2639 3.2185
O -8.4775 2.9599 3.1658
O -6.3277 2.6544 2.1185
O -7.3486 0.7923 3.2121
C -5.4989 4.6682 -4.1805
F -6.3728 3.8695 -4.6679
F -4.8792 5.3068 -5.2292
F -6.0281 5.6895 -3.4790
S -4.2585 3.8551 -2.9237
O -3.4486 2.8815 -3.7172
O -3.4849 4.9194 -2.3190
O -5.0639 3.1448 -1.9145
C -7.7317 0.6462 -2.5428
F -8.6756 -0.0897 -3.0753
F -6.5077 0.3588 -3.0187
F -8.0001 1.9466 -2.7253
S -7.8141 0.1888 -0.6721
O -7.8521 -1.3121 -0.6247
O -6.6193 0.7439 -0.0683
O -9.0696 0.8442 -0.3144
C 1.2099 1.2735 -6.6263
F 2.4225 1.5055 -7.0027
F 0.3620 2.2584 -7.1478
F 0.8372 0.0703 -7.0059
S 1.1344 1.2544 -4.6798
O 2.1980 0.3522 -4.2344
O 1.4292 2.6140 -4.3431
O -0.2066 0.8188 -4.2341